No. 1
Molecular formula: C36H31FN2OPdS2Te
Method: DFT, the ωB97M-V functional and the def2-TZVPD basis

## Properties
Calculated total energy, a.u.: -2867.336609
Spin multiplicity: 2
Kohn-Sham gap (alpha / beta), eV: 6.39 / 6.60
Total charge: -1

```
75
Properties=species:S:1:pos:R:3:forces:R:3:lowdin_spin:R:1
Pd 0.6096 -1.2344 1.2756 0.240 -0.164 -0.311 0.02
S 2.9325 1.3209 1.7530 -0.058 0.003 -0.056 0.51
C 0.4598 0.9190 2.6886 0.046 -0.002 -0.007 0.02
N -0.4406 -0.2405 2.6613 -0.234 0.120 0.170 0.00
C -1.7472 0.1164 2.3394 0.157 -0.056 -0.001 0.00
C -2.8190 -0.7687 2.3132 -0.037 0.021 0.006 0.00
C -4.0869 -0.3080 1.9764 0.025 -0.007 0.003 0.00
C -4.2966 1.0318 1.6786 -0.001 0.012 -0.007 0.00
C -3.2311 1.9278 1.7173 -0.003 0.002 0.012 0.00
C -1.9657 1.4699 2.0424 -0.052 0.026 -0.002 0.00
S -0.5055 2.4236 2.1461 0.025 0.018 -0.021 0.04
H -2.6441 -1.8112 2.5409 -0.009 -0.008 0.021 0.00
H -4.9166 -1.0040 1.9494 0.002 -0.002 0.004 0.00
H -5.2873 1.3846 1.4201 0.003 0.002 0.000 0.00
H -3.3885 2.9767 1.4952 0.002 -0.006 -0.003 0.00
C -2.2670 3.6855 -6.4749 0.004 0.005 0.001 0.00
C -1.8548 2.8813 -5.2706 -0.008 0.008 -0.001 0.00
C -1.1371 1.7006 -5.4065 0.005 -0.020 0.009 0.00
C -0.7581 0.9399 -4.3057 -0.017 0.046 -0.003 0.00
C 0.0139 -0.3291 -4.5467 -0.031 -0.008 0.005 0.00
C -1.0965 1.3870 -3.0160 -0.024 -0.033 -0.041 0.00
Te -0.5394 0.2266 -1.3178 -0.020 0.037 -0.026 0.00
N 1.4957 0.5481 1.7599 0.019 0.035 0.137 0.37
C 1.0398 1.1833 4.1132 -0.031 -0.118 0.008 0.01
O 0.8505 2.2211 4.6955 -0.023 0.008 0.010 0.00
C 1.8958 0.1214 4.7626 0.015 0.034 -0.050 0.01
C 2.9326 0.5801 5.5722 0.005 0.006 -0.019 0.00
C 3.7764 -0.3120 6.2119 -0.006 0.002 -0.003 0.00
C 3.5814 -1.6792 6.0627 0.004 0.002 0.003 0.00
C 2.5408 -2.1420 5.2719 -0.008 0.013 0.004 0.00
C 1.7023 -1.2486 4.6178 -0.015 -0.017 0.005 0.00
C 1.5274 0.5348 -1.6560 -0.006 -0.008 0.008 0.00
C 1.9424 1.7928 -2.0813 0.021 -0.016 -0.002 0.00
C 3.2787 2.0460 -2.3437 0.009 -0.010 0.002 0.00
C 4.2172 1.0391 -2.1721 -0.012 0.008 -0.002 0.00
C 3.8075 -0.2070 -1.7313 -0.003 0.006 0.010 0.00
C 2.4679 -0.4800 -1.4641 -0.007 0.003 -0.006 0.00
C 2.0913 -1.8439 -0.9599 -0.075 0.039 -0.019 0.00
C -1.8138 2.5800 -2.8567 0.024 0.029 -0.024 0.00
C -2.2108 3.1561 -1.5202 0.005 -0.006 0.003 0.00
C -2.1830 3.3006 -3.9925 0.013 0.014 0.009 0.00
H -1.9038 3.2291 -7.3957 0.000 0.001 0.003 0.00
H -1.8712 4.7016 -6.4227 -0.001 -0.001 -0.001 0.00
H -3.3541 3.7623 -6.5430 0.002 -0.001 0.002 0.00
H -0.8676 1.3550 -6.3996 -0.002 0.003 0.003 0.00
H 0.0729 -0.5401 -5.6150 0.004 -0.003 0.010 0.00
H -0.4574 -1.1753 -4.0439 0.000 0.001 0.000 0.00
H 1.0295 -0.2550 -4.1535 0.014 0.012 0.004 0.00
H 3.0698 1.6482 5.6748 0.006 -0.002 0.003 0.00
H 4.5898 0.0585 6.8238 -0.004 -0.003 0.000 0.00
H 4.2382 -2.3806 6.5633 0.001 0.002 -0.002 0.00
H 2.3748 -3.2068 5.1606 0.000 0.003 0.002 0.00
H 0.8842 -1.6131 4.0153 -0.022 0.004 -0.037 0.00
H 1.2126 2.5829 -2.2071 0.001 0.002 -0.001 0.00
H 3.5856 3.0329 -2.6676 -0.002 -0.004 0.001 0.00
H 5.2661 1.2276 -2.3637 -0.002 0.003 0.000 0.00
H 4.5411 -0.9903 -1.5764 -0.003 0.000 0.001 0.00
H 2.8443 -2.5858 -1.2301 -0.032 -0.025 0.003 0.00
H 1.1200 -2.1809 -1.3211 -0.006 0.008 -0.012 0.00
H 2.1129 -1.8803 0.1521 0.091 -0.021 0.165 0.00
H -1.7837 2.6098 -0.6822 0.001 0.016 -0.016 0.00
H -3.2977 3.1479 -1.4113 0.003 -0.024 0.021 0.00
H -1.8811 4.1947 -1.4472 -0.016 0.005 -0.016 0.00
H -2.7378 4.2258 -3.8618 0.004 -0.005 -0.002 0.00
F -2.2182 -6.6473 0.4334 0.003 0.003 0.000 0.00
C -1.6333 -5.4350 0.6429 -0.006 0.008 0.005 0.00
C -0.4725 -5.3727 1.3821 -0.008 0.018 -0.005 0.00
C 0.1126 -4.1241 1.5838 -0.008 -0.036 -0.007 0.00
C -0.4341 -2.9489 1.0607 0.015 0.061 0.066 0.00
C -1.6200 -3.0741 0.3347 0.000 -0.072 0.017 0.00
C -2.2263 -4.3069 0.1152 0.006 -0.003 0.010 0.00
H -0.0435 -6.2794 1.7897 -0.003 0.004 0.002 0.00
H 1.0234 -4.0793 2.1732 0.017 -0.002 -0.004 0.00
H -2.1043 -2.1902 -0.0617 0.000 0.031 -0.040 0.00
H -3.1449 -4.3967 -0.4512 0.004 -0.003 0.000 0.00
```
Forces are in eV/Å.

---

No. 2
Molecular formula: C35H55N8ORbSi2
Method: DFT, the ωB97M-V functional and the def2-TZVPD basis

## Properties
Calculated total energy, a.u.: -2483.093548
Kohn-Sham gap, eV: 3.93
Total charge: -2

```
102
Properties=species:S:1:pos:R:3:forces:R:3:lowdin_charge:R:1
Rb -0.2076 -0.1409 -0.0911 -0.009 0.486 -0.227 0.62
N -1.9549 1.4661 1.8545 0.048 -0.087 -0.112 -0.02
C -1.9173 2.1832 3.1102 -0.072 -0.012 0.072 -0.30
C -1.2360 3.5383 2.9658 -0.094 0.045 0.074 -0.22
C 0.1960 3.4911 2.4464 0.075 0.033 -0.053 -0.20
C 1.1290 2.6175 3.2911 0.090 0.093 0.065 -0.29
N 1.2667 1.3025 2.6872 0.054 -0.126 -0.126 0.03
H -2.4406 1.9633 1.1171 0.009 0.023 -0.011 0.03
H -2.3554 0.5426 1.9674 -0.011 0.001 0.048 0.02
H -1.3674 1.5633 3.8244 0.027 0.007 -0.017 0.10
H -2.9182 2.3529 3.5463 0.060 0.002 0.003 0.10
H -1.2455 4.0268 3.9493 -0.010 -0.007 -0.017 0.10
H -1.8390 4.1700 2.3043 0.004 -0.010 -0.035 0.11
H 0.5827 4.5134 2.3999 -0.012 0.008 0.020 0.10
H 0.1982 3.1149 1.4193 0.013 -0.006 0.003 0.11
H 0.7072 2.4850 4.2938 0.006 0.023 -0.006 0.10
H 2.0944 3.1336 3.4301 -0.055 -0.029 -0.025 0.10
H 1.7712 0.6341 3.2584 -0.018 0.033 0.039 0.05
H 1.7717 1.3886 1.8121 0.002 -0.057 0.001 0.04
C -4.6056 2.9899 -0.6081 -0.069 -0.104 -0.057 -0.18
Si -3.6654 1.5907 -1.5101 0.209 0.123 -0.061 0.31
C -3.9982 0.0658 -0.4260 0.011 -0.022 -0.037 -0.19
C -4.6924 1.3298 -3.1093 -0.031 0.045 0.119 -0.19
N -2.0044 1.7550 -1.6926 -0.281 -0.201 0.173 -0.14
C -1.4181 2.7740 -2.4059 0.133 0.010 -0.037 -0.35
C -2.1622 3.7697 -3.0605 -0.060 0.046 -0.031 -0.10
C -1.6150 4.8201 -3.8004 -0.028 0.037 -0.028 -0.18
C -0.2438 4.9044 -3.9138 0.025 0.040 -0.030 -0.18
C 0.5380 3.9365 -3.2815 0.048 0.053 -0.049 -0.10
C 0.0321 2.8674 -2.5231 -0.105 -0.011 0.010 -0.36
N 0.8477 1.9465 -1.9186 0.111 -0.128 0.210 -0.16
Si 2.5159 1.9798 -1.9350 -0.134 0.004 -0.026 0.30
C 3.4003 3.4840 -1.1647 0.028 -0.046 -0.057 -0.18
C 3.3705 1.7424 -3.6336 0.021 0.038 0.072 -0.19
C 3.1512 0.5452 -0.8765 0.068 -0.011 0.029 -0.20
H -5.6350 2.6754 -0.4016 -0.023 0.020 0.005 0.02
H -4.6407 3.9093 -1.1929 0.004 0.045 -0.035 0.01
H -4.1359 3.2299 0.3483 0.033 -0.002 0.058 0.00
H -4.8703 -0.5090 -0.7489 -0.023 -0.009 -0.032 0.03
H -4.1639 0.3470 0.6148 -0.022 0.018 0.059 0.02
H -3.1385 -0.6047 -0.4514 -0.002 -0.088 0.052 -0.03
H -5.6498 0.8475 -2.8846 -0.018 -0.012 -0.017 0.01
H -4.1567 0.7170 -3.8358 0.032 -0.051 -0.023 0.01
H -4.9034 2.2832 -3.5968 -0.018 0.037 -0.016 0.01
H -3.2437 3.7237 -2.9899 -0.029 -0.015 0.010 0.05
H -2.2676 5.5489 -4.2730 0.008 -0.006 0.004 0.07
H 0.2303 5.7023 -4.4789 -0.013 -0.009 0.005 0.07
H 1.6164 4.0172 -3.3823 0.023 -0.012 0.002 0.06
H 3.2606 4.3971 -1.7446 -0.010 0.034 -0.038 0.01
H 4.4760 3.2937 -1.0783 0.016 0.019 0.005 0.01
H 3.0085 3.6714 -0.1619 -0.023 -0.015 0.046 0.01
H 3.3778 2.6684 -4.2118 0.000 0.041 -0.014 0.01
H 2.8355 1.0016 -4.2325 -0.027 -0.070 0.009 0.01
H 4.4093 1.4158 -3.5106 0.022 -0.011 -0.024 0.01
H 3.0715 0.7732 0.1890 0.016 0.003 0.048 0.01
H 4.2080 0.3462 -1.0836 0.032 0.021 0.063 0.02
H 2.5984 -0.3768 -1.0591 0.016 0.003 -0.010 -0.02
N -1.7748 -1.9262 2.1577 -0.015 -0.040 0.065 0.08
C -1.8150 -2.8949 3.1495 -0.028 0.083 0.018 -0.26
C -3.0124 -3.5467 3.4566 0.014 0.037 -0.009 -0.05
C -3.0829 -4.4838 4.4715 -0.084 -0.035 0.005 -0.13
C -1.9456 -4.7978 5.1982 0.038 -0.015 0.033 -0.14
C -0.7521 -4.1590 4.8859 0.030 -0.020 0.021 -0.07
C -0.6444 -3.1987 3.8833 -0.017 -0.023 -0.028 -0.13
C 0.6834 -2.5706 3.5846 0.082 0.047 0.070 -0.22
C 1.5568 -2.3715 4.6626 -0.044 0.001 -0.006 -0.08
C 2.8452 -1.8995 4.4603 0.075 0.017 0.061 -0.14
C 3.2645 -1.6276 3.1652 0.026 0.025 -0.044 -0.15
C 2.3652 -1.7829 2.1115 0.046 0.033 0.051 -0.20
C 1.0398 -2.2221 2.2580 -0.075 -0.116 -0.147 -0.09
H -2.4571 -2.0835 1.4260 0.066 -0.054 -0.032 0.06
H -0.7902 -1.8804 1.8283 -0.050 -0.082 -0.141 -0.04
H -3.8920 -3.3014 2.8717 -0.021 -0.003 0.002 0.10
H -4.0256 -4.9771 4.6830 0.008 0.004 0.000 0.09
H -1.9757 -5.5418 5.9852 -0.007 -0.011 0.002 0.08
H 0.1463 -4.4373 5.4239 0.011 -0.007 0.009 0.10
H 1.2270 -2.5708 5.6784 -0.011 -0.002 -0.003 0.09
H 3.5094 -1.7431 5.3052 -0.015 -0.003 -0.025 0.08
H 4.2730 -1.2638 2.9811 -0.017 -0.009 0.006 0.09
H 2.7312 -1.5046 1.1213 -0.025 0.011 0.023 0.04
C -2.8618 -1.9557 -3.0880 0.006 0.069 -0.027 -0.07
C -2.7925 -2.8230 -1.9237 0.025 -0.097 -0.008 -0.30
N -2.7336 -3.5065 -1.0023 -0.039 -0.027 0.064 0.14
H -2.9789 -0.9249 -2.7563 0.029 0.070 -0.048 0.04
H -3.7051 -2.2390 -3.7160 -0.029 0.025 0.018 0.08
H -1.9278 -2.0362 -3.6385 -0.016 -0.002 -0.011 0.04
N 0.2464 -2.5950 -3.0854 0.054 -0.099 -0.154 0.20
C 1.3161 -2.5927 -2.6495 -0.135 0.035 0.153 -0.28
N 2.5146 -2.5462 -2.0817 0.004 0.007 -0.039 -0.10
C 2.8446 -3.5604 -1.0769 0.000 -0.016 0.035 -0.11
C 3.5101 -4.7430 -1.7597 -0.043 -0.008 0.054 -0.18
O 4.6390 -4.3304 -2.5208 0.014 0.013 -0.005 -0.14
C 4.2763 -3.3952 -3.5256 0.014 0.020 -0.020 -0.19
C 3.6500 -2.1529 -2.9142 0.046 -0.007 0.002 -0.12
H 1.9363 -3.8413 -0.5440 0.028 -0.010 0.039 0.14
H 3.5213 -3.0945 -0.3570 0.002 -0.054 -0.024 0.12
H 2.7880 -5.2466 -2.4186 0.000 0.017 0.008 0.13
H 3.8742 -5.4623 -1.0262 -0.004 0.022 -0.002 0.13
H 3.5685 -3.8628 -4.2260 -0.001 0.022 0.009 0.13
H 5.1908 -3.1480 -4.0661 -0.014 0.010 0.011 0.12
H 3.3122 -1.4418 -3.6675 0.021 -0.025 -0.015 0.13
H 4.3648 -1.6421 -2.2659 0.007 -0.036 -0.025 0.12
```
Forces are in eV/Å.

---

No. 3
Molecular formula: C16H20BrNO2
Method: DFT, the ωB97M-V functional and the def2-TZVPD basis

## Properties
Calculated total energy, a.u.: -3400.880018
SMILES: CC(C)NCc1c(O)c(Br)cc2oc3c(c12)CCCC3
Kohn-Sham gap, eV: 8.71
Total charge: 0

```
40
Properties=species:S:1:pos:R:3:forces:R:3:lowdin_charge:R:1
C -2.7684 -3.0587 -1.0195 -2.364 0.195 -1.012 -0.08
C -2.5803 -1.6127 -1.2648 -0.610 2.518 2.138 -0.47
C -2.8869 -1.2453 -2.7073 -2.442 0.083 0.391 -0.08
N -1.1610 -1.2625 -0.9570 0.237 2.060 -1.242 -0.03
C -0.3704 -1.5915 0.2433 -3.282 -0.777 0.625 -0.18
C 0.9863 -1.1808 0.0090 1.961 0.449 1.218 -0.15
C 1.9279 -2.0780 -0.4215 -0.002 -1.323 -1.362 -0.29
O 1.5312 -3.2765 -0.9274 -0.194 -0.922 -0.147 0.02
C 3.3097 -1.8120 -0.4824 0.137 -1.328 -0.893 -0.54
Br 4.6028 -3.0463 -1.2822 -1.053 0.533 0.532 0.71
C 3.7847 -0.6071 -0.1201 0.341 1.942 1.236 -0.06
C 2.8732 0.3046 0.4181 -0.929 -0.462 -1.597 -0.17
O 3.1518 1.6377 0.5993 -0.628 0.160 0.617 0.09
C 1.9480 2.2176 0.9109 -1.939 -0.362 0.118 -0.17
C 0.9115 1.2900 0.8781 -0.646 1.302 0.546 -0.08
C 1.4701 0.0367 0.4555 2.184 1.610 0.474 -0.06
C -0.5723 1.5775 1.2723 0.720 0.236 1.021 -0.13
C -0.8220 3.0867 1.5019 2.657 0.226 0.009 -0.17
C 0.4521 3.7308 2.2064 -0.126 -1.574 -0.148 -0.18
C 1.7139 3.6854 1.2767 -0.342 0.338 -0.108 -0.10
H -1.9071 -3.4787 -1.4294 1.289 -1.609 -0.438 0.06
H -3.0100 -3.3076 -0.0265 0.504 -0.358 1.502 0.07
H -3.6844 -3.3915 -1.5517 0.688 0.006 -0.065 0.09
H -3.3465 -1.0091 -0.5662 1.454 -1.024 -1.286 0.16
H -3.0328 -0.1731 -2.8660 0.362 -0.102 0.007 0.08
H -2.2134 -1.6586 -3.3886 1.658 -0.385 -0.953 0.05
H -3.8495 -1.7308 -3.0458 0.632 0.594 0.719 0.09
H -0.9539 -0.2300 -1.1529 -0.639 -2.071 0.098 0.14
H -0.7788 -1.0554 1.1604 0.423 -0.893 -0.749 0.13
H -0.3761 -2.7071 0.4156 -0.393 1.125 0.123 0.14
H 0.5674 -3.3764 -1.0745 0.863 0.648 0.206 0.10
H 4.8197 -0.3084 -0.1998 0.089 -0.203 -0.143 0.12
H -1.2346 1.2586 0.4673 -0.097 -0.333 0.176 0.09
H -0.8476 1.0543 2.2439 0.425 0.202 -1.280 0.13
H -1.6965 3.3262 2.0738 -0.555 -0.177 0.220 0.10
H -0.8916 3.5225 0.5171 -0.272 0.492 -0.328 0.10
H 0.6065 3.1758 3.1524 0.267 -0.083 -0.496 0.12
H 0.2902 4.7207 2.5628 -0.365 1.047 -0.198 0.08
H 1.4462 4.3625 0.4125 0.355 -1.080 0.349 0.13
H 2.5909 4.2103 1.7065 -0.369 -0.703 0.122 0.12
```
Forces are in eV/Å.

---

No. 4
Molecular formula: C6H18NO5
Method: DFT, the ωB97M-V functional and the def2-TZVPD basis

## Properties
Calculated total energy, a.u.: -670.026347
Kohn-Sham gap, eV: 8.11
Total charge: +1

```
30
Properties=species:S:1:pos:R:3:forces:R:3:lowdin_charge:R:1
O 1.1307 -2.0019 1.1523 0.464 -0.339 0.833 0.04
C 0.3782 -2.9260 1.0163 -0.442 0.183 -0.962 -0.23
C -0.6343 -2.8373 -0.0987 -0.787 -0.113 0.879 -0.14
C -1.5040 -1.5822 0.1870 1.014 1.136 -0.699 -0.15
C -0.7695 -0.2719 -0.1771 -1.481 -0.392 0.040 -0.06
C -1.5005 0.7716 -0.5229 0.742 -0.297 1.468 -0.13
N -0.8615 2.0206 -0.8791 -0.442 -1.324 0.082 0.05
C -0.4177 2.8266 -0.0111 0.976 0.869 -0.454 0.17
H 0.3082 -3.8021 1.6825 0.329 0.070 0.210 0.13
H -1.2789 -3.7165 -0.1349 0.025 -0.037 0.131 0.11
H -0.1633 -2.7682 -1.0800 0.144 0.240 0.111 0.12
H -1.7977 -1.3042 1.2064 0.045 -1.307 0.249 0.13
H -2.4048 -1.7268 -0.3994 -0.231 0.524 -0.087 0.11
H 0.2941 -0.1806 -0.0514 0.394 -0.318 -0.269 0.12
H -2.5690 0.8127 -0.3857 -0.193 0.139 -0.646 0.14
H -0.6012 2.0583 -1.8882 -0.631 1.203 0.785 0.14
H -0.1657 2.5390 1.0037 -1.113 -0.198 0.297 0.13
H -0.1269 3.8293 -0.3183 0.346 -0.273 -0.190 0.12
H 0.9205 0.9119 4.2363 0.039 0.163 -0.064 0.04
H -0.1470 -0.1291 4.0567 -0.084 0.024 -0.161 0.04
O 0.2679 0.6097 3.5953 0.069 -0.140 0.168 -0.06
H 1.2608 2.4532 -3.3140 0.227 0.033 0.003 0.07
H 1.4640 3.5382 -2.2748 0.127 -0.004 -0.008 0.07
O 1.1857 2.6192 -2.3657 0.048 0.105 -0.622 -0.04
H 2.7071 -0.4792 2.3086 0.405 0.012 0.479 0.01
H 4.0649 -0.0796 1.5126 0.007 0.008 0.809 0.04
O 3.1489 -0.3512 1.4738 -0.231 0.213 -1.393 -0.07
H -0.1571 0.2115 -3.2290 -0.018 0.264 0.178 0.05
H -1.0129 -0.9454 -3.3862 -0.625 -0.081 0.114 0.07
O -1.0189 -0.0994 -2.9152 0.877 -0.366 -1.280 -0.04
```
Forces are in eV/Å.

---

Repeat the fourth record exactly.
Molecular formula: C6H18NO5
Method: DFT, the ωB97M-V functional and the def2-TZVPD basis

## Properties
Calculated total energy, a.u.: -670.026347
Kohn-Sham gap, eV: 8.11
Total charge: +1

```
30
Properties=species:S:1:pos:R:3:forces:R:3:lowdin_charge:R:1
O 1.1307 -2.0019 1.1523 0.464 -0.339 0.833 0.04
C 0.3782 -2.9260 1.0163 -0.442 0.183 -0.962 -0.23
C -0.6343 -2.8373 -0.0987 -0.787 -0.113 0.879 -0.14
C -1.5040 -1.5822 0.1870 1.014 1.136 -0.699 -0.15
C -0.7695 -0.2719 -0.1771 -1.481 -0.392 0.040 -0.06
C -1.5005 0.7716 -0.5229 0.742 -0.297 1.468 -0.13
N -0.8615 2.0206 -0.8791 -0.442 -1.324 0.082 0.05
C -0.4177 2.8266 -0.0111 0.976 0.869 -0.454 0.17
H 0.3082 -3.8021 1.6825 0.329 0.070 0.210 0.13
H -1.2789 -3.7165 -0.1349 0.025 -0.037 0.131 0.11
H -0.1633 -2.7682 -1.0800 0.144 0.240 0.111 0.12
H -1.7977 -1.3042 1.2064 0.045 -1.307 0.249 0.13
H -2.4048 -1.7268 -0.3994 -0.231 0.524 -0.087 0.11
H 0.2941 -0.1806 -0.0514 0.394 -0.318 -0.269 0.12
H -2.5690 0.8127 -0.3857 -0.193 0.139 -0.646 0.14
H -0.6012 2.0583 -1.8882 -0.631 1.203 0.785 0.14
H -0.1657 2.5390 1.0037 -1.113 -0.198 0.297 0.13
H -0.1269 3.8293 -0.3183 0.346 -0.273 -0.190 0.12
H 0.9205 0.9119 4.2363 0.039 0.163 -0.064 0.04
H -0.1470 -0.1291 4.0567 -0.084 0.024 -0.161 0.04
O 0.2679 0.6097 3.5953 0.069 -0.140 0.168 -0.06
H 1.2608 2.4532 -3.3140 0.227 0.033 0.003 0.07
H 1.4640 3.5382 -2.2748 0.127 -0.004 -0.008 0.07
O 1.1857 2.6192 -2.3657 0.048 0.105 -0.622 -0.04
H 2.7071 -0.4792 2.3086 0.405 0.012 0.479 0.01
H 4.0649 -0.0796 1.5126 0.007 0.008 0.809 0.04
O 3.1489 -0.3512 1.4738 -0.231 0.213 -1.393 -0.07
H -0.1571 0.2115 -3.2290 -0.018 0.264 0.178 0.05
H -1.0129 -0.9454 -3.3862 -0.625 -0.081 0.114 0.07
O -1.0189 -0.0994 -2.9152 0.877 -0.366 -1.280 -0.04
```
Forces are in eV/Å.

---

Q: Among the records above, which one has the highest calculated total energy?
A: C6H18NO5

---

Q: The lowest calculated total energy belongs to which entry?
A: C16H20BrNO2